[1]
Below is 11 unconnected molecules or ions with the total composition C4H26O10 at a distorted geometry, with properties calculated with the ωB97M-V functional and the def2-TZVPD basis.

Structure (XYZ):
```
40
C4H26O10 (the ωB97M-V functional and the def2-TZVPD basis)
C -0.43 -0.50 0.40
C -1.56 0.10 0.11
C -1.91 0.74 -1.13
C -2.77 1.72 -1.20
H 0.37 -0.60 -0.40
H -0.02 -1.14 1.21
H -2.27 0.38 0.93
H -1.27 0.46 -2.03
H -2.85 2.40 -2.14
H -3.48 2.22 -0.57
O 0.92 -3.97 -0.02
H 1.88 -4.09 -0.11
H 0.73 -3.53 0.83
O 1.43 0.33 -2.97
H 1.78 0.81 -3.84
H 0.80 -0.34 -3.28
O -1.42 0.47 3.14
H -0.76 0.85 2.61
H -1.28 0.42 4.04
O 1.52 2.05 2.68
H 1.23 2.27 1.83
H 1.06 2.72 3.21
O 0.02 2.80 0.79
H -0.87 2.37 0.75
H 0.00 3.03 -0.20
O -0.72 -2.80 -1.86
H -0.62 -3.64 -2.36
H -0.49 -3.16 -1.03
O -0.42 -0.97 -4.41
H -1.17 -0.42 -4.12
H -0.42 -1.50 -3.68
O 1.00 2.85 -1.77
H 1.79 2.71 -1.16
H 0.93 2.00 -2.12
O 1.45 -2.58 2.19
H 1.74 -1.77 1.83
H 1.48 -2.43 3.16
O 1.59 -0.35 3.79
H 2.10 0.41 3.75
H 0.93 -0.32 3.14
```

Computed properties:
**Energy above the lowest of the compared OMol25 structures with the same formula, charge and spin**: 50.12 kcal per mole
**Frontier orbital gap**: 0.357 Ha
**LUMO level**: 0.0141 hartree
**F_max**: 0.099 hartree/bohr
**Structure (SMILES)**: C=CC=C.O.O.O.O.O.O.O.O.O.O

---

[2]
Below is 9 unconnected molecules or ions with the total composition C4H27N2O10 at a distorted geometry, with properties calculated with the ωB97M-V functional and the def2-TZVPD basis.

Structure (XYZ):
```
43
C4H27N2O10 (the ωB97M-V functional and the def2-TZVPD basis)
N -0.33 -1.81 -1.41
C -0.35 -0.31 -1.71
C 0.93 -0.01 -2.53
N 1.55 1.26 -2.43
C 1.37 2.50 -1.61
C 0.06 3.13 -1.94
O -1.12 2.62 -1.30
O 1.50 -0.76 -3.28
H -0.43 -2.16 -2.50
H -1.12 -2.02 -0.88
H 0.58 -1.98 -1.03
H -1.20 0.01 -2.35
H -0.51 0.22 -0.76
H 2.28 1.47 -3.16
H 1.46 2.19 -0.56
H 2.24 3.15 -1.65
H -0.19 3.20 -3.02
H 0.16 4.24 -1.67
H -1.52 3.12 -0.61
H -1.83 -1.73 4.19
H -2.31 -1.23 2.85
O -1.69 -0.96 3.54
H -3.50 1.53 -0.33
H -4.16 1.55 0.83
O -3.86 0.89 0.33
H -0.77 -0.40 1.42
H 0.57 -1.13 1.52
O -0.13 -0.94 0.87
H 3.45 -0.93 2.28
H 2.79 -1.32 3.56
O 2.58 -1.14 2.67
H 0.47 2.17 3.40
H -0.62 1.35 3.42
O -0.45 2.25 3.21
H 1.34 -4.60 0.46
H 1.89 -4.01 -0.89
O 1.21 -4.32 -0.41
H -4.01 -2.11 1.77
H -3.68 -0.73 1.09
O -3.40 -1.53 1.53
H 4.31 -0.40 -0.94
H 3.05 0.08 -1.28
O 3.39 -0.41 -0.69
```

Computed properties:
**Energy above the lowest of the compared OMol25 structures with the same formula, charge and spin**: 103.48 kcal per mole
**Frontier orbital gap (spin up / spin down)**: 0.310 / 0.126 Ha
**Spin multiplicity**: 2
**LUMO level (spin up / spin down)**: -0.2713 / -0.4551 hartree
**F_max**: 0.177 hartree/bohr
**⟨S²⟩**: 0.7705
**Total charge**: +2

---

[3]
Below is 10 unconnected molecules or ions with the total composition C4H27N2O10S at a distorted geometry, with properties calculated with the ωB97M-V functional and the def2-TZVPD basis.

Structure (XYZ):
```
44
C4H27N2O10S (the ωB97M-V functional and the def2-TZVPD basis)
N -2.94 0.69 2.26
C -1.64 0.45 1.62
C -1.49 0.06 0.16
S -2.35 -1.36 -0.58
C -0.86 1.78 1.67
N 0.44 1.86 2.07
C 1.02 0.88 2.87
O -1.36 2.79 1.15
H -3.67 0.88 1.58
H -3.21 -0.22 2.64
H -1.25 -0.33 2.29
H -1.76 0.90 -0.48
H -0.38 -0.04 -0.18
H 0.78 2.77 1.74
H 2.09 1.03 3.08
H 0.70 0.94 3.95
H 0.93 -0.17 2.59
H 2.07 -1.19 0.12
H 0.87 -2.07 0.61
O 1.12 -1.15 0.45
H -2.45 2.74 -0.72
H -1.95 2.15 -2.07
O -2.66 2.68 -1.67
H 0.42 3.82 -1.67
H 0.05 3.51 -0.20
O 0.81 3.59 -0.81
H 1.40 1.34 -1.17
H 2.34 1.70 -2.27
O 2.35 1.23 -1.42
H -0.10 -2.57 1.93
H -0.86 -3.76 1.74
O 0.05 -3.48 1.61
H -0.40 -0.05 -3.83
H -1.31 -0.49 -2.61
O -0.64 0.17 -2.92
H 1.73 -2.93 -1.10
H 0.85 -4.19 -0.79
O 1.50 -3.83 -1.41
H 3.50 -0.97 -1.48
H 3.69 -0.19 -0.28
O 3.54 -1.12 -0.52
H 0.40 -2.32 -2.84
H -0.85 -2.92 -2.14
O -0.50 -2.60 -2.99
```

Computed properties:
**Energy above the lowest of the compared OMol25 structures with the same formula, charge and spin**: 86.01 kcal per mole
**Frontier orbital gap**: 0.214 Ha
**LUMO level**: 0.0942 hartree
**F_max**: 0.077 hartree/bohr
**Total charge**: -1

---

[4]
Below is 9 unconnected molecules or ions with the total composition C4H27N2O9 at a distorted geometry, with properties calculated with the ωB97M-V functional and the def2-TZVPD basis.

Structure (XYZ):
```
42
C4H27N2O9 (the ωB97M-V functional and the def2-TZVPD basis)
C -1.62 1.59 1.21
C -0.52 0.77 0.49
C -0.14 1.22 -0.88
C 0.74 0.23 -1.58
N 2.06 0.41 -1.76
O 0.29 -0.94 -1.78
N -1.12 -0.70 0.51
H -1.32 2.00 2.20
H -2.47 1.03 1.56
H -2.08 2.46 0.62
H 0.29 0.73 1.28
H -1.00 1.50 -1.45
H 0.39 2.36 -0.85
H 2.49 1.25 -1.50
H 2.65 -0.06 -2.37
H -1.31 -0.96 -0.50
H -1.93 -0.94 1.05
H -0.46 -1.33 0.83
H 0.46 -1.30 2.68
H 0.92 -1.50 4.27
O 0.29 -1.03 3.58
H 2.42 -0.82 1.13
H 1.80 -1.91 0.32
O 1.55 -1.20 1.00
H -1.04 -3.84 -0.74
H -0.58 -2.62 -1.18
O -0.52 -3.07 -0.30
H 3.39 1.82 2.42
H 3.12 2.51 1.08
O 2.59 1.86 1.70
H -1.98 -2.37 3.47
H -1.69 -3.10 2.10
O -1.88 -2.31 2.48
H -3.00 -1.42 -2.36
H -1.46 -1.61 -2.79
O -2.18 -1.11 -2.33
H -1.31 1.96 -3.44
H -0.67 0.78 -4.21
O -0.53 1.52 -3.62
H 0.51 3.02 0.99
H 1.67 3.91 0.63
O 1.00 3.46 0.28
```

Computed properties:
**Energy above the lowest of the compared OMol25 structures with the same formula, charge and spin**: 100.57 kcal per mole
**Frontier orbital gap**: 0.386 Ha
**LUMO level**: -0.0929 hartree
**F_max**: 0.123 hartree/bohr
**Total charge**: +1

---

[5]
Below is 10 unconnected molecules or ions with the total composition C4H27NO10 at a distorted geometry, with properties calculated with the ωB97M-V functional and the def2-TZVPD basis.

Structure (XYZ):
```
42
C4H27NO10 (the ωB97M-V functional and the def2-TZVPD basis)
C 1.93 2.43 -0.63
C 1.86 0.96 -0.44
N 1.10 0.35 -1.59
C 1.74 -0.57 -2.49
C 3.18 -0.94 -2.30
O 1.05 -1.10 -3.36
H 2.06 2.99 0.33
H 0.95 2.96 -0.83
H 2.65 2.86 -1.36
H 2.93 0.62 -0.33
H 1.37 0.74 0.50
H 0.12 0.55 -1.69
H 3.56 -0.71 -1.38
H 3.39 -2.04 -2.54
H 3.68 -0.33 -3.06
O -0.71 2.97 1.98
H 0.08 2.58 2.37
H -0.82 3.07 1.07
O -1.09 -1.77 -1.52
H -0.62 -1.56 -2.33
H -1.60 -1.12 -1.13
O 0.46 0.11 2.83
H 0.54 0.32 3.73
H -0.14 -0.80 2.73
O -1.68 1.08 -2.60
H -2.39 1.28 -1.85
H -1.81 0.15 -2.90
O -1.65 -1.53 2.86
H -2.05 -0.68 2.50
H -1.68 -2.07 2.13
O 1.85 -1.75 0.97
H 1.79 -1.25 1.82
H 1.02 -2.25 0.83
O -2.34 0.87 2.13
H -1.48 1.49 2.14
H -2.90 1.19 2.84
O -3.25 0.51 -0.57
H -2.77 0.71 0.26
H -4.07 0.11 -0.34
O -1.39 -3.17 0.70
H -1.23 -3.09 -0.25
H -1.65 -4.16 0.76
```

Computed properties:
**Energy above the lowest of the compared OMol25 structures with the same formula, charge and spin**: 31.46 kcal per mole
**Frontier orbital gap**: 0.334 Ha
**LUMO level**: 0.0005 hartree
**F_max**: 0.093 hartree/bohr
**Structure (SMILES)**: CCNC(C)=O.O.O.O.O.O.O.O.O.O

---

[6]
Below is 11 unconnected molecules or ions with the total composition C4H27NO12 at a distorted geometry, with properties calculated with the ωB97M-V functional and the def2-TZVPD basis.

Structure (XYZ):
```
44
C4H27NO12 (the ωB97M-V functional and the def2-TZVPD basis)
C 0.90 -0.12 -0.32
C 2.09 -0.58 0.55
C 3.16 0.47 0.58
O 3.54 1.09 -0.38
N 1.69 -1.03 1.87
C 0.87 -2.11 1.97
O 0.24 -2.41 2.95
H 0.44 -1.01 -0.75
H 1.15 0.61 -1.09
H 0.09 0.29 0.28
H 2.52 -1.41 -0.02
H 3.58 0.68 1.59
H 1.72 -0.38 2.63
H 0.81 -2.73 1.06
O -2.56 -0.52 -4.17
H -2.36 0.25 -3.63
H -2.18 -1.29 -3.72
O -4.01 1.15 0.09
H -4.73 1.14 -0.55
H -3.20 0.95 -0.41
O -1.49 1.12 -2.03
H -0.75 1.16 -1.41
H -1.62 2.08 -2.16
O -2.33 -0.03 1.40
H -3.13 0.50 1.28
H -2.58 -0.86 0.96
O -0.10 3.06 -0.61
H -0.42 3.88 -0.24
H 0.84 3.10 -0.81
O -1.09 1.99 2.78
H -1.36 1.34 2.10
H -0.49 1.46 3.32
O 3.72 -1.48 -2.37
H 3.21 -0.68 -2.21
H 3.05 -2.16 -2.56
O 1.32 -3.76 -2.27
H 0.56 -3.46 -2.78
H 1.18 -4.67 -1.99
O -3.21 -2.17 -0.45
H -4.04 -2.63 -0.27
H -2.56 -2.89 -0.43
O 0.22 4.43 2.60
H 0.10 3.56 3.00
H -0.45 4.46 1.92
```

Computed properties:
**Energy above the lowest of the compared OMol25 structures with the same formula, charge and spin**: 68.83 kcal per mole
**Frontier orbital gap**: 0.362 Ha
**LUMO level**: -0.0153 hartree
**F_max**: 0.022 hartree/bohr
**Structure (SMILES)**: C[C@@H](C=O)NC=O.O.O.O.O.O.O.O.O.O.O